Density functional theory data (ωB97M-V with the def2-TZVPD basis set) for 2 unconnected molecules or ions with the total composition C4H15N2O2.

Calculated values
- electronic energy (eV) = -11447.3428
- energy above the lowest of the compared OMol25 structures with the same formula, charge and spin (kJ/mol) = 142.1
- net charge = +2
- spin multiplicity = 2
- HOMO energy (alpha / beta) (eV) = -18.0363 / -18.0311
- lowest unoccupied orbital energy (alpha / beta) (eV) = -7.35 / -13.03

Geometry as XYZ:
```
23
Properties=species:S:1:pos:R:3:lowdin_spin:R:1
O -0.15537 0.48454 -1.09823 0.00
O -1.43144 0.15392 -3.40726 0.00
N 1.53120 0.78881 0.71421 0.01
N -0.52880 1.42315 2.72646 0.71
C -0.80039 0.43205 1.71786 0.11
C 0.89082 -1.71788 -0.99786 0.01
C 0.44070 -0.22064 0.98570 0.07
C -0.04978 -0.72104 -0.36793 0.01
H 0.83957 -1.01785 1.60875 0.00
H 1.94872 1.14254 1.57744 0.00
H -1.20098 -0.40086 2.33543 0.04
H -0.59982 0.38170 -1.98003 0.00
H -1.97783 -0.60939 -3.66525 0.00
H 0.91656 -2.69633 -0.51128 0.00
H 1.04766 1.60705 0.32056 0.00
H -1.12503 2.26509 2.71029 0.01
H 0.64089 -1.88808 -2.04973 0.00
H 2.24405 0.49647 0.03619 0.00
H -1.04802 -1.17338 -0.27407 0.00
H -0.43164 1.07943 3.69333 0.02
H -1.57871 0.70286 1.01344 0.00
H -1.48137 0.82066 -4.09807 0.00
H 1.90902 -1.33283 -0.98994 0.00
```



Density functional theory data (ωB97M-V with the def2-TZVPD basis set) for a molecular structure, C9H16N2.

Calculated values
- electronic energy (eV) = -12548.6901
- energy above the lowest of the compared OMol25 structures with the same formula, charge and spin (kJ/mol) = 600.4
- net charge = +2
- spin multiplicity = 1
- HOMO energy (alpha / beta) (eV) = -17.6796 / -17.6797
- lowest unoccupied orbital energy (alpha / beta) (eV) = -10.22 / -10.22

Geometry as XYZ:
```
27
Properties=species:S:1:pos:R:3:mulliken_charge:R:1
N -1.42409 -1.68654 1.42706 -0.31
N -3.05497 0.40354 1.67031 -0.37
C 2.27178 0.57221 -1.80987 -1.60
C -1.40029 -0.45295 1.12668 0.63
C -1.33789 0.94815 -0.89414 -0.61
C 2.41487 -1.60418 -0.72984 -1.82
C -4.00703 0.67415 2.26272 0.13
C -0.98363 1.81934 0.20776 -0.63
C -0.56346 0.35822 0.40020 0.58
C 0.94036 0.10621 0.44897 -1.04
C 1.47268 -0.45074 -0.99308 0.54
H -2.38110 0.76447 -1.07331 0.39
H 1.09045 -0.72263 1.14953 0.64
H 3.33217 -1.23601 -0.39502 0.47
H 2.52333 -2.17700 -1.52155 0.51
H 0.78411 -0.92820 -1.62478 0.59
H 2.05602 -2.28709 0.12749 0.30
H 1.81775 0.58848 -2.72104 0.40
H -1.68932 1.96823 0.98894 0.20
H -0.82011 -2.35686 0.89702 0.34
H -0.56447 1.11542 -1.56200 0.34
H 2.36512 1.62804 -1.45936 0.38
H -0.28522 2.69154 0.24291 0.39
H 3.32524 0.37348 -1.75899 0.44
H 1.31861 1.16357 0.76599 0.34
H -2.21619 -2.08782 2.03965 0.33
H -4.98473 0.81497 2.78776 0.44
```



Density functional theory data (ωB97M-V with the def2-TZVPD basis set) for a molecular structure, C22H24IrN4O2S.

Calculated values
- electronic energy (eV) = -46914.8401
- energy above the lowest of the compared OMol25 structures with the same formula, charge and spin (kJ/mol) = 13.0
- net charge = +2
- spin multiplicity = 2
- HOMO energy (alpha / beta) (eV) = -15.0184 / -15.0124
- lowest unoccupied orbital energy (alpha / beta) (eV) = -7.39 / -8.94

Geometry as XYZ:
```
54
Properties=species:S:1:pos:R:3:lowdin_spin:R:1
Ir -0.26426 0.73154 -0.09403 0.71
S 1.31890 -1.44844 0.43112 0.01
O 1.85354 -0.06789 0.17962 0.00
O 0.97031 -1.85078 1.75089 0.01
N -0.38402 2.67642 -0.79766 0.04
N -0.09268 -1.13624 -0.46356 0.11
N -3.80668 5.11857 -3.03921 0.00
N -2.09442 -0.25753 -0.17478 0.00
C 4.80327 -5.48186 -2.25004 0.00
C 2.29801 -2.60652 -0.35120 0.00
C -0.44873 5.18369 -1.96197 0.02
C -0.93961 2.38412 2.39278 0.02
C -2.43543 2.33608 2.13077 0.00
C -1.45712 -1.46011 -0.19832 0.01
C 2.78315 -2.34620 -1.63872 0.00
C 3.58354 -3.28894 -2.23853 0.00
C -3.40822 -0.20351 0.06425 0.00
C -1.51110 3.12220 -1.37142 0.02
C -3.46963 -2.59706 0.18877 0.00
C 2.60820 -3.78319 0.33192 0.00
C -1.58061 4.37189 -1.96284 0.00
C 0.71457 4.71190 -1.37079 0.00
C -0.18559 1.15508 1.91753 0.02
C -2.81834 4.79202 -2.55702 0.00
C -2.09382 -2.66020 -0.02273 0.00
C 3.91722 -4.48029 -1.57783 0.00
C -0.65753 2.46212 3.90405 0.00
C -4.12687 -1.37209 0.23007 0.00
C 0.71621 3.45825 -0.80192 0.02
C 3.42021 -4.70840 -0.29433 0.00
H -2.36989 2.46543 -1.35775 0.00
H -2.91740 3.21511 2.55586 0.00
H 0.89340 1.22818 2.06720 0.00
H 0.40871 2.52318 4.11895 0.00
H -3.87880 0.76772 0.10255 0.00
H 3.97028 -3.10761 -3.23296 0.00
H 5.77851 -5.03990 -2.46052 0.00
H 2.22979 -3.95441 1.32993 0.00
H 2.53992 -1.42170 -2.14513 0.00
H -1.06661 1.59222 4.42031 0.00
H -0.51290 3.27848 1.92846 0.00
H 4.37621 -5.78726 -3.20632 0.00
H -1.55276 -3.59494 -0.04373 0.00
H 1.60215 3.05003 -0.33036 0.00
H -0.56799 0.24866 2.40102 0.01
H -2.87743 1.45139 2.59678 0.00
H -1.13478 3.35314 4.31188 0.00
H -2.67057 2.32072 1.06389 0.00
H 4.95124 -6.36677 -1.63625 0.00
H -0.48576 6.16360 -2.41952 0.00
H 1.61374 5.31059 -1.35217 0.00
H -4.02747 -3.51446 0.32180 0.00
H -5.19377 -1.31370 0.38835 0.00
H 3.67972 -5.62234 0.22287 0.00
```